1.
Formula: C27H35AlF4N7O4SSe
Source: OMol25
Level of theory: ωB97M-V with the def2-TZVPD basis set

Output
**Spin multiplicity**: 1
**Highest occupied orbital energy**: -0.400 Ha
**M**: 735.6 g mol⁻¹
**Calculated total energy**: -140832.58711 eV
**Orbital gap**: 8.6 eV
**Net charge**: +1

XYZ file:
```
80
Properties=species:S:1:pos:R:3:mulliken_charge:R:1
Al -0.20956 -0.45974 1.28389 -1.14
C -0.32553 -0.13272 4.28580 -0.98
N -0.50629 -1.19482 3.25289 0.68
C -1.71066 -1.96649 3.60380 -1.08
C 0.62824 -2.12707 3.25382 -1.01
C 1.92452 -1.42103 2.79039 -0.72
N 1.54364 -0.34211 1.85178 1.72
C 2.46570 0.66816 1.68136 0.35
C 2.08175 1.98328 1.44177 -0.55
F 0.76481 2.30139 1.41099 0.09
C 2.98376 3.01821 1.33363 0.24
F 2.47873 4.24987 1.13507 -0.35
C 4.33785 2.86205 1.43233 -0.76
C 4.73456 1.56050 1.73663 0.57
F 6.03625 1.38733 1.95658 -0.35
C 3.84177 0.51115 1.82130 -0.25
F 4.38245 -0.71555 2.06321 -0.46
H -0.00135 -0.53608 5.23030 0.36
H -1.23218 0.43321 4.43381 0.37
H 0.45721 0.56665 3.98776 0.22
H -1.57018 -2.40887 4.58512 0.45
H -1.87466 -2.75177 2.87405 0.25
H -2.62479 -1.34892 3.67130 0.33
H 0.35509 -2.93792 2.55632 0.36
H 0.80829 -2.58606 4.24318 0.49
H 2.54038 -2.18207 2.36184 0.35
H 2.45259 -1.03250 3.66125 0.44
H 5.01151 3.70258 1.33466 0.55
O 0.38413 -3.62132 -0.24042 -0.62
C -0.64355 -2.97543 -0.23682 -0.18
O -0.84537 -1.97526 0.61155 1.21
C -1.72427 -3.23318 -1.25207 0.52
C -2.95475 -2.57331 -1.16016 -0.66
C -3.92010 -2.78627 -2.14511 -0.78
C -3.67415 -3.60861 -3.24404 -0.53
C -2.43396 -4.25033 -3.28963 -0.19
C -1.45937 -4.07594 -2.33293 -0.32
N -2.09634 -5.08562 -4.49858 1.02
O -2.95953 -5.16763 -5.35456 -0.61
O -1.02199 -5.66192 -4.55101 -0.59
H -3.11595 -1.88199 -0.33946 0.75
H -4.89953 -2.36350 -2.07427 0.50
H -4.41450 -3.74971 -4.04246 0.48
H -0.48131 -4.53610 -2.43640 0.58
C -1.41475 4.08448 1.26670 -0.96
N -2.37032 3.44426 0.37276 0.34
C -3.07083 4.09363 -0.60205 -0.57
C -3.89085 3.21115 -1.17307 -0.49
N -3.70330 2.02023 -0.52229 0.20
C -4.35688 0.77124 -0.86094 -0.98
C -2.78782 2.16021 0.42991 0.07
Se -2.37715 0.84632 1.70384 -0.39
H -1.78119 5.04449 1.62354 0.42
H -0.45306 4.13570 0.74838 0.30
H -1.27763 3.46262 2.14681 0.23
H -2.93563 5.15487 -0.76611 0.53
H -4.58588 3.33236 -1.98220 0.49
H -5.22843 0.97379 -1.46364 0.32
H -4.63818 0.25212 0.05274 0.32
H -3.63405 0.18683 -1.40909 0.40
C 2.64492 1.75201 -3.33573 -1.22
N 1.82179 1.82024 -2.12937 0.42
C 1.08407 3.03116 -1.96571 -0.84
C 1.47097 0.68575 -1.51198 -0.27
S -0.12627 0.53627 -0.91799 -0.03
N 2.39160 -0.26115 -1.41303 0.33
C 3.83932 0.01433 -1.42415 -1.49
C 2.08269 -1.65928 -1.19898 -1.46
H 2.09968 2.22918 -4.16335 0.36
H 2.78444 0.70093 -3.58081 0.41
H 3.58494 2.24681 -3.22658 0.36
H 1.79935 3.84164 -1.83817 0.38
H 0.44526 3.00923 -1.06234 0.01
H 0.44902 3.20639 -2.82656 0.42
H 4.03644 1.06781 -1.34525 0.41
H 4.29059 -0.39968 -2.31968 0.35
H 4.24072 -0.53823 -0.54000 0.54
H 1.12635 -1.86781 -1.68087 0.61
H 2.04035 -1.90012 -0.15006 0.28
H 2.88635 -2.24434 -1.62311 0.42
```

2.
Formula: C3H12N4O
Source: OMol25
Level of theory: ωB97M-V with the def2-TZVPD basis set

Output
**Spin multiplicity**: 1
**Highest occupied orbital energy**: -0.310 Ha
**M**: 120.2 g mol⁻¹
**Calculated total energy**: -11310.65504 eV
**Orbital gap**: 9.3 eV
**Net charge**: 0

XYZ file:
```
20
Properties=species:S:1:pos:R:3:mulliken_charge:R:1
C -1.92040 1.11907 -1.02093 -0.92
N -1.12237 0.09134 -0.36431 -0.29
C -0.02284 0.55068 0.39180 0.94
C -0.24385 0.55621 1.89236 -1.34
O 0.50224 1.75320 -0.05570 -0.50
N 1.10366 -0.70486 0.09536 -0.08
N 0.93252 -2.00468 0.63126 -0.63
N 1.59377 -0.73046 -1.24954 -0.73
H -2.78270 0.64604 -1.49684 0.34
H -2.28377 1.85995 -0.30532 0.32
H -1.34236 1.61529 -1.80756 0.28
H -0.66425 -0.51603 -1.06826 0.31
H -0.60952 -0.41407 2.23721 0.36
H -0.93728 1.35516 2.17935 0.32
H 0.69720 0.74411 2.41967 0.30
H 1.44690 1.55009 -0.16249 0.34
H 0.12035 -2.46054 0.20797 0.22
H 1.76271 -2.57403 0.47442 0.28
H 1.17174 -1.51578 -1.75004 0.23
H 2.59826 -0.92068 -1.24843 0.25
```

3.
Formula: C5H15NO2
Source: OMol25
Level of theory: ωB97M-V with the def2-TZVPD basis set

Output
**Spin multiplicity**: 2
**Highest occupied orbital energy (alpha / beta)**: -0.506 / -0.506 Ha
**M**: 121.2 g mol⁻¹
**Calculated total energy**: -11002.14580 eV
**Orbital gap (alpha / beta)**: 10.8 / 4.9 eV
**Net charge**: +1

XYZ file:
```
23
Properties=species:S:1:pos:R:3:mulliken_charge:R:1
C 0.36850 -1.03225 1.37494 -0.66
C 0.35597 -2.11738 0.37811 0.49
C -0.52435 -3.25083 0.77255 -1.32
O 1.60187 -2.65935 -0.00185 -0.52
C -0.02654 0.32180 0.73817 -0.68
N 1.16759 1.09407 0.22094 0.02
C 0.67942 2.34269 -0.44606 -0.87
H 1.40340 -1.00478 1.96852 0.35
H -0.41009 -1.19580 2.20392 0.34
H 0.00863 -1.70572 -0.63621 0.18
H -0.14485 -4.14040 0.11607 0.33
H -0.42554 -3.43826 1.86966 0.35
H -1.60103 -3.08122 0.34565 0.29
H 2.32349 -2.46741 0.61262 0.31
H -0.81437 0.28460 -0.04298 0.49
H -0.42569 0.89403 1.68827 0.40
H 1.49503 0.39149 -0.38561 0.36
H -0.11262 2.31822 -1.19673 0.42
H 1.48112 2.58532 -1.12141 0.39
H 0.45623 3.24724 0.13904 0.33
H -3.40291 5.06358 -2.16926 0.33
H -2.90196 3.97191 -3.25304 0.33
O -2.87936 4.28866 -2.32206 -0.65
```

4.
Formula: C12H39ClO11
Source: OMol25
Level of theory: ωB97M-V with the def2-TZVPD basis set

Output
**Spin multiplicity**: 1
**Highest occupied orbital energy**: -0.353 Ha
**M**: 394.9 g mol⁻¹
**Calculated total energy**: -48109.94979 eV
**Orbital gap**: 8.0 eV
**Net charge**: 0

XYZ file:
```
63
Properties=species:S:1:pos:R:3:mulliken_charge:R:1
O 2.25644 -5.84633 9.65568 -0.26
H 2.65171 -6.47754 9.04993 0.41
H 2.53013 -6.02868 10.55759 0.43
H 1.29813 -5.84370 9.59898 0.40
Cl -0.68879 -6.48657 6.58250 1.70
O 0.15713 -5.62198 7.35094 -0.66
O -0.33708 -7.88028 6.71313 -0.82
O -2.07152 -6.31472 7.03325 -0.61
O -0.60857 -6.10658 5.17761 -0.74
C -2.96517 -10.20132 7.07179 -0.84
C -4.49506 -10.05678 6.87996 0.49
C -4.80487 -8.91180 6.00768 -1.09
O -5.02655 -11.22612 6.30827 -0.60
H -2.75616 -11.11928 7.62111 0.39
H -2.63005 -9.35531 7.67185 0.21
H -2.44601 -10.26615 6.11556 0.09
H -4.99510 -9.86052 7.82841 0.26
H -4.33723 -7.99934 6.37760 0.01
H -5.85144 -8.60805 6.03107 0.38
H -4.61725 -9.16989 4.96544 0.35
H -5.19794 -11.13336 5.36826 0.34
C -2.33083 -2.88466 11.31209 -1.41
C -2.51423 -3.23754 9.86164 0.71
C -1.25268 -2.78901 9.02225 -1.15
O -2.60459 -4.65570 9.75277 -0.52
H -3.28690 -2.88986 11.83555 0.36
H -1.97714 -1.85704 11.39571 0.37
H -1.70236 -3.56438 11.88750 0.31
H -3.40341 -2.72835 9.48993 0.19
H -0.33385 -3.28692 9.33198 0.15
H -0.96876 -1.74776 9.17484 0.42
H -1.38416 -3.01731 7.96457 0.31
H -2.65807 -4.91157 8.82904 0.24
C 1.91792 -10.09125 10.43156 -1.38
C 2.09510 -9.73666 8.98877 0.70
C 1.13756 -10.53224 8.06329 -1.46
O 1.64554 -8.42635 8.79969 -0.39
H 2.63125 -9.54635 11.04991 0.35
H 2.07056 -11.16973 10.47255 0.39
H 0.94182 -9.89518 10.87527 0.30
H 3.12748 -9.80212 8.64523 0.20
H 0.10990 -10.31745 8.35635 0.34
H 1.29407 -11.60180 8.20342 0.48
H 1.35567 -10.30215 7.02041 0.34
H 0.98455 -8.38592 8.10466 0.27
C -3.94749 -5.18861 4.38015 -0.13
O -4.95128 -4.56871 3.66432 -0.57
H -3.25567 -5.72334 3.72936 0.16
H -3.37148 -4.52680 5.02692 0.14
H -4.41865 -5.87428 5.08441 0.09
H -5.55643 -5.23977 3.34016 0.31
C -1.31573 -8.81227 3.15444 -0.24
O -1.47450 -9.86743 2.24355 -0.56
H -2.27326 -8.42665 3.50452 0.04
H -0.73609 -9.00549 4.05710 0.07
H -0.90681 -7.96665 2.60144 0.36
H -0.59075 -10.20644 2.08334 0.31
C 2.39225 -5.11662 3.72595 -0.62
O 1.74158 -4.36533 4.73091 -0.49
H 1.84825 -5.04626 2.78404 0.27
H 3.37673 -4.70700 3.49987 0.29
H 2.56244 -6.17503 3.92321 0.22
H 0.96266 -4.90363 4.88943 0.35
```

5.
Formula: C31H70FN3O7Zr
Source: OMol25
Level of theory: ωB97M-V with the def2-TZVPD basis set

Output
**Spin multiplicity**: 1
**Highest occupied orbital energy**: -0.231 Ha
**M**: 707.1 g mol⁻¹
**Calculated total energy**: -56078.26953 eV
**Orbital gap**: 6.8 eV
**Net charge**: 0

XYZ file:
```
113
Properties=species:S:1:pos:R:3:mulliken_charge:R:1
Zr 1.63596 -0.08443 -37.80298 0.15
C -2.67077 1.08981 -35.41814 -1.36
C -2.60369 -0.22117 -36.14673 1.58
C -4.00140 -0.95453 -36.30470 -1.25
C -4.94268 -0.14311 -37.27164 -0.90
C -4.24094 0.11561 -38.60926 -1.35
C -2.81368 0.69932 -38.52696 1.51
N -2.02601 0.03331 -37.49125 -0.18
O -0.60314 0.21874 -37.48394 1.79
C -2.96301 2.21321 -38.31440 -1.65
C -2.30019 0.50590 -40.00276 -1.33
C -1.81584 -1.27120 -35.29588 -2.03
H -3.42696 1.78282 -35.78695 0.28
H -1.73485 1.62435 -35.58065 -0.05
H -2.74513 1.02922 -34.33237 0.42
H -4.55682 -1.13712 -35.38477 0.38
H -3.83866 -1.98367 -36.62485 0.46
H -5.34157 0.71655 -36.73313 0.31
H -5.83030 -0.75843 -37.41864 0.52
H -4.83531 0.60354 -39.38176 0.40
H -4.14700 -0.87524 -39.05365 0.46
H -3.71667 2.56435 -37.60956 0.29
H -3.14567 2.67430 -39.28504 0.55
H -2.03842 2.64369 -37.92976 0.09
H -1.21658 0.61953 -40.03414 -0.29
H -2.70942 1.22886 -40.70842 0.46
H -2.37854 -0.52006 -40.36241 0.44
H -0.90560 -0.76614 -34.97267 0.00
H -1.59712 -2.21583 -35.79380 0.25
H -2.38458 -1.51395 -34.39828 0.68
C 0.68244 4.29202 -39.41187 -2.14
C 1.12107 3.67165 -40.72704 2.28
C 2.07521 4.71989 -41.36410 -1.54
C 3.19223 4.37087 -42.35958 -0.87
C 3.71890 2.92067 -42.21246 -1.29
C 2.81380 1.81584 -41.70957 1.64
N 1.97933 2.39597 -40.55670 -0.19
O 1.44229 1.45365 -39.66175 1.23
C 3.75503 0.64628 -41.27743 -1.27
C 1.89607 1.37936 -42.84391 -1.66
C -0.07046 3.43638 -41.66842 -1.48
H 1.48405 4.26609 -38.67374 0.40
H -0.11793 3.82008 -38.84197 -0.06
H 0.55965 5.36125 -39.58442 0.58
H 2.52270 5.35023 -40.59564 0.49
H 1.39888 5.38324 -41.90322 0.41
H 4.04320 5.04246 -42.24592 0.30
H 2.73801 4.62788 -43.31651 0.45
H 4.53571 2.99480 -41.49452 0.40
H 4.24033 2.74765 -43.15389 0.34
H 4.51702 0.42799 -42.02565 0.45
H 3.20647 -0.26222 -41.02883 -0.12
H 4.27957 0.90444 -40.35747 0.04
H 2.50285 0.87645 -43.59692 0.53
H 1.42612 2.22196 -43.35115 0.33
H 1.23433 0.56139 -42.55912 0.07
H -0.38777 2.41854 -41.44167 0.03
H 0.00331 3.52995 -42.75189 0.29
H -0.86477 4.13700 -41.41090 0.52
C 1.09410 -1.62842 -33.04955 -1.71
C 1.85272 -0.27260 -33.23140 1.79
C 2.56972 0.12882 -31.87187 -1.60
C 3.71964 -0.68883 -31.46451 -0.73
C 4.73977 -0.69132 -32.64758 -1.12
C 4.10987 -1.16181 -34.06591 0.97
N 2.88204 -0.38657 -34.28262 -0.22
O 2.33684 -0.45169 -35.68450 1.57
C 3.98162 -2.68651 -34.01182 -1.29
C 5.30056 -0.81485 -35.06703 -1.43
C 0.85590 0.89966 -33.37862 -1.56
H 1.15807 -2.26633 -33.93108 0.18
H 0.01894 -1.46035 -33.11166 0.51
H 1.24609 -2.20006 -32.13401 0.40
H 1.82760 0.20992 -31.07765 0.42
H 2.91889 1.16106 -31.84667 0.50
H 3.38558 -1.69783 -31.22281 0.28
H 4.12608 -0.25403 -30.55135 0.46
H 5.47833 -1.44319 -32.36953 0.35
H 5.17771 0.30325 -32.73209 0.39
H 3.29054 -2.85538 -33.18599 0.38
H 4.84672 -3.32767 -33.84260 0.44
H 3.60174 -2.99790 -34.98486 0.03
H 5.82295 0.09649 -34.77607 0.40
H 4.94859 -0.63280 -36.08245 -0.13
H 5.97467 -1.67114 -35.04615 0.42
H 0.51057 0.96991 -34.41009 -0.36
H 1.24447 1.84076 -32.98946 0.47
H -0.05065 0.71784 -32.80138 0.55
F 3.33076 -1.32942 -38.33268 -0.96
C 2.02690 2.89395 -35.79125 -1.05
O 1.45129 2.14316 -36.87673 1.00
H 2.54369 3.75106 -36.22299 0.44
H 1.31613 3.23161 -35.03700 0.34
H 2.83695 2.41203 -35.24383 0.11
H 1.18294 2.80517 -37.51808 -0.78
C 1.41763 -3.37333 -37.02443 -1.08
O 0.74088 -2.18725 -37.42101 -0.11
H 2.43491 -3.11878 -36.72699 0.14
H 0.96911 -3.76640 -36.11206 0.43
H 1.43020 -4.19159 -37.74443 0.42
H -0.15468 -2.40250 -37.69164 -0.01
C 1.42888 -2.61984 -40.49487 -1.02
O 0.99034 -1.37212 -39.98025 -0.17
H 1.91635 -3.18026 -39.69712 0.18
H 0.59807 -3.25959 -40.79252 0.33
H 2.21276 -2.36780 -41.20908 0.40
H 0.58025 -0.98494 -40.75710 0.09
C 4.43165 2.51507 -38.08041 -0.90
O 3.79759 1.24451 -37.83083 0.27
H 3.69868 3.32139 -38.10710 -0.05
H 5.04609 2.77177 -37.21746 0.38
H 4.98913 2.47058 -39.01600 0.34
H 4.63251 0.77589 -37.76077 0.12
```

6.
Formula: CCl2F3OP
Source: OMol25
Level of theory: ωB97M-V with the def2-TZVPD basis set

Output
**Spin multiplicity**: 1
**Highest occupied orbital energy (alpha / beta)**: -0.364 / -0.364 Ha
**M**: 186.9 g mol⁻¹
**Calculated total energy**: -45570.37627 eV
**Orbital gap (alpha / beta)**: 8.4 / 8.4 eV
**Net charge**: 0

XYZ file:
```
8
Properties=species:S:1:pos:R:3:mulliken_charge:R:1
C 0.92451 -0.37900 -0.22393 0.53
O -1.71998 1.69001 0.78225 -0.48
F 1.62916 0.73057 -0.31051 -0.18
F 0.93164 -0.90474 -1.39146 -0.16
F 1.32612 -1.17554 0.76118 -0.17
P -1.59129 0.31594 0.45981 0.77
Cl -2.62563 -0.13069 -1.17263 -0.15
Cl -1.96619 -0.77490 2.08302 -0.15
```

Calculated ΔE to the lowest compared entry with this formula, charge and spin, 0.0 86.6 86.3 24.6 79.6 37.5 kcal/mol (same order as the records).